# 1
Here is one molecule with the formula C3H3NO2 in a non-equilibrium geometry from OMol25. Energies are from ωB97M-V with the def2-TZVPD basis set.

Its largest force on an atom is 2.6 eV/A. As for the energy relative to the best compared isomer or geometry (same formula, charge and spin): 4.870 eV. The HOMO energy (alpha / beta) is -9.71 / -8.84 eV. The HOMO-LUMO gap (alpha / beta) is 8.324 / 7.914 eV. The calculated total energy comes out at -321.1987 a.u. As for the lowest unoccupied orbital energy (alpha / beta): -0.0510 / -0.0341 Ha.

Geometry as ORCA input:
```
! RIJCOSX wB97M-V def2-TZVPD def2/J DEFGRID3
* xyz 0 1
O -1.031 -1.229 -0.220
C -0.259 -0.138 -0.149
C 0.872 -0.066 -1.074
O 1.779 0.732 -0.941
C -0.196 0.735 1.030
N 0.014 1.860 1.442
H -1.921 -1.026 0.107
H -0.048 -0.124 1.749
H 0.790 -0.743 -1.944
*
```

natural (NBO) population analysis, charges in e, atoms 1 to 8: O -0.628; C 0.232; C 0.286; O -0.491; C -0.149; N -0.120; H 0.497; H 0.237

---

# 2
Here is a 3-piece molecular cluster, C3H3NO2 overall in a non-equilibrium geometry from OMol25. Energies are from ωB97M-V with the def2-TZVPD basis set.

Its largest force on an atom is 1.5 eV/A. As for the energy relative to the best compared isomer or geometry (same formula, charge and spin): 2.594 eV. The HOMO energy is -11.23 eV. The HOMO-LUMO gap is 11.174 eV. The calculated total energy comes out at -321.2823 a.u. As for the lowest unoccupied orbital energy: -0.0020 Ha.

Geometry as ORCA input:
```
! RIJCOSX wB97M-V def2-TZVPD def2/J DEFGRID3
* xyz 0 1
C 0.884 1.339 0.912
O 0.975 0.164 0.657
C 0.319 -2.269 -0.375
O 1.018 -2.830 0.321
C -1.602 -0.049 -1.186
N -2.614 -0.358 -1.646
H -0.659 0.195 -0.737
H -0.098 1.835 1.029
H 1.778 1.973 1.025
*
```

natural (NBO) population analysis, charges in e, atoms 1 to 8: C 0.288; O -0.517; C 0.508; O -0.501; C 0.068; N -0.321; H 0.232; H 0.118

---

Question: The highest calculated total energy belongs to which entry?
Answer: number 1